Entry 1:
The following is a quantum chemistry calculation of 8 unconnected molecules or ions with the total composition C28H60O8 in a non-equilibrium geometry, from the OMol25 dataset.

- net charge = 0

```
96
Properties=species:S:1:pos:R:3:forces:R:3:lowdin_charge:R:1
C 15.581540 -5.415460 -12.907520 0.019 -0.036 -1.621 -0.215
C 15.942410 -5.183840 -11.485110 0.343 -0.295 0.206 -0.167
C 16.303280 -3.677360 -11.519000 -0.922 -0.244 0.622 -0.186
O 15.300780 -3.120150 -12.366140 -0.136 -0.221 -0.583 -0.133
C 15.022290 -4.083460 -13.389230 0.430 -0.305 -0.432 -0.205
H 14.882140 -6.184420 -13.235600 0.055 -0.382 0.759 0.115
H 16.531460 -5.650540 -13.387620 -0.084 0.139 -0.551 0.107
H 16.779980 -5.862310 -11.323060 -0.024 0.224 0.901 0.110
H 15.073910 -5.431040 -10.874620 0.320 0.377 0.572 0.117
H 17.296130 -3.409620 -11.880470 0.231 -0.515 -0.299 0.117
H 16.214660 -3.195990 -10.545070 -0.159 -0.036 0.036 0.115
H 15.523510 -3.904950 -14.340550 0.068 0.853 -0.075 0.110
H 13.961520 -4.169900 -13.624610 -0.142 0.442 0.463 0.115
C 4.420230 -10.343810 -11.649920 -0.128 0.138 -2.210 -0.193
C 3.274990 -9.631720 -12.352130 -0.285 0.878 -1.268 -0.182
C 2.123450 -9.573590 -11.368440 1.077 -1.805 0.300 -0.192
O 2.767200 -9.624540 -10.088450 1.182 0.679 0.675 -0.135
C 4.098070 -10.207580 -10.219670 -0.294 -0.829 0.947 -0.202
H 5.365230 -9.891950 -11.951390 0.044 -0.056 0.165 0.113
H 4.417580 -11.363280 -12.035650 0.185 -0.188 0.433 0.111
H 2.999760 -10.156320 -13.267080 -0.104 0.059 -0.050 0.109
H 3.575830 -8.630130 -12.659390 -0.026 0.144 0.089 0.108
H 1.607840 -10.532950 -11.411690 -0.629 0.018 -0.395 0.114
H 1.410270 -8.760240 -11.502360 0.328 0.148 0.411 0.121
H 4.149770 -11.218810 -9.816140 -0.666 -0.077 0.533 0.112
H 4.923860 -9.711090 -9.710110 -0.680 0.889 0.362 0.117
C 4.971960 -15.370400 -18.181320 -0.938 1.608 0.301 -0.128
C 3.463030 -15.059840 -18.550050 0.781 -1.136 0.375 -0.166
C 3.266620 -13.591700 -18.161650 1.221 -0.947 -1.509 -0.205
O 4.364550 -13.222400 -17.335450 0.218 0.387 0.169 -0.155
C 5.179860 -14.351100 -17.024720 -1.254 -0.934 0.588 -0.209
H 5.689840 -14.973440 -18.899080 -0.288 -0.512 -0.701 0.101
H 5.149830 -16.426880 -17.980540 0.110 0.236 0.189 0.105
H 2.793590 -15.722370 -18.001400 0.201 0.003 0.599 0.098
H 3.174690 -15.322350 -19.567910 0.400 0.505 -0.301 0.101
H 2.263120 -13.471330 -17.753500 0.261 0.626 0.264 0.117
H 3.482380 -13.050020 -19.082590 -0.960 0.561 -0.019 0.115
H 4.755600 -14.679880 -16.076030 0.392 -0.704 0.249 0.111
H 6.223330 -14.079840 -16.864460 -0.139 0.312 -0.204 0.115
C 13.256710 -1.222470 -20.969260 -0.156 -1.036 0.370 -0.148
C 12.876890 -2.642940 -21.503720 1.010 0.454 -0.214 -0.173
C 11.977960 -2.239790 -22.616920 -0.350 1.537 -1.346 -0.216
O 11.311740 -0.985520 -22.285780 0.290 -0.512 0.733 -0.151
C 11.898870 -0.546150 -21.041170 -0.987 0.524 0.032 -0.213
H 13.957340 -0.708590 -21.627400 -0.136 -0.139 -0.357 0.112
H 13.796050 -1.295170 -20.024840 -0.543 0.227 0.316 0.108
H 12.497900 -3.345820 -20.761810 -0.139 0.312 0.093 0.114
H 13.712270 -3.086760 -22.045270 0.302 -0.357 0.603 0.109
H 11.287630 -2.950250 -23.071670 -0.155 -0.009 0.437 0.122
H 12.673320 -1.905650 -23.386930 -0.040 -0.416 -0.590 0.111
H 11.158250 -0.774100 -20.274600 0.390 -0.752 0.567 0.112
H 11.883960 0.541750 -20.975240 0.507 0.162 -0.641 0.112
C 4.019940 -2.625910 -19.975010 -1.286 0.835 -1.718 -0.219
C 3.148730 -3.148470 -18.895630 -0.940 0.779 1.593 -0.202
C 3.744170 -4.491470 -18.635080 0.377 0.152 -0.685 -0.213
O 5.113980 -4.229950 -18.875560 2.527 -1.604 0.446 -0.154
C 5.424180 -3.050590 -19.636960 -2.937 -0.183 0.813 -0.168
H 3.917840 -1.548880 -20.107990 -0.064 -0.018 -0.222 0.119
H 3.642110 -3.153130 -20.851010 0.494 0.280 -0.680 0.117
H 2.072620 -3.185290 -19.065130 0.069 0.166 -0.371 0.120
H 3.321910 -2.448410 -18.078300 -0.236 -0.362 0.725 0.118
H 3.400310 -5.242670 -19.346100 -0.228 -0.023 -0.377 0.115
H 3.572520 -4.954150 -17.663190 0.372 0.441 0.279 0.121
H 5.885980 -3.182250 -20.615480 0.999 -0.436 0.657 0.124
H 5.810640 -2.317930 -18.928450 0.872 -0.046 -0.449 0.123
C 7.063690 -12.940690 -23.650100 -4.090 1.171 1.360 -0.234
C 6.930850 -13.754740 -24.909230 -0.307 0.061 0.948 -0.178
C 8.171440 -13.348070 -25.573660 1.358 1.334 0.054 -0.179
O 9.088830 -13.114390 -24.432240 2.319 -0.771 -1.337 -0.135
C 8.455660 -12.803710 -23.207280 -0.909 -0.825 -0.929 -0.219
H 6.382690 -13.352070 -22.905040 0.095 -0.089 0.381 0.112
H 6.632400 -11.953140 -23.813910 0.003 0.228 -0.326 0.115
H 5.989400 -13.487650 -25.389250 0.146 -0.425 -0.243 0.124
H 7.009770 -14.800180 -24.611050 -0.340 -0.219 -0.435 0.122
H 8.163500 -12.402180 -26.115280 -0.647 0.359 0.150 0.117
H 8.504580 -14.021110 -26.363690 0.828 -0.586 0.771 0.118
H 8.640730 -11.798550 -22.828440 0.489 0.012 -0.236 0.122
H 8.578120 -13.524430 -22.398780 1.052 -0.249 -0.152 0.117
C 12.063430 -14.866740 -14.513850 0.206 0.717 -0.181 -0.087
C 13.583520 -14.759980 -14.767530 -2.436 1.283 0.300 -0.367
O 14.027840 -16.031440 -14.803340 1.833 -2.966 -0.402 -0.070
H 11.930330 -15.265190 -13.508060 -0.304 0.025 -0.112 0.073
H 11.623610 -15.537070 -15.252310 0.087 -0.255 0.079 0.067
H 11.530660 -13.926440 -14.655610 0.041 0.207 0.368 0.064
H 14.062480 -14.302450 -13.901870 0.123 0.602 -0.412 0.115
H 13.737740 -14.289040 -15.738370 0.394 0.716 0.254 0.111
H 13.902810 -16.358540 -15.697190 0.055 -0.326 0.105 0.094
C 9.098960 -8.659680 -16.187780 -1.378 -0.752 1.164 -0.113
C 8.932410 -8.520470 -17.660710 1.895 -1.609 0.899 -0.369
O 9.330130 -7.229240 -17.994380 -0.621 0.553 -1.063 -0.056
H 8.697270 -9.629980 -15.895780 -0.176 -0.168 0.213 0.071
H 8.422810 -7.908720 -15.779130 0.343 0.107 0.789 0.075
H 10.107010 -8.645920 -15.773360 -0.002 0.590 -0.376 0.080
H 7.931030 -8.855350 -17.931250 -0.101 0.444 -0.447 0.117
H 9.666180 -9.242480 -18.019040 -0.120 0.154 -1.067 0.111
H 8.554370 -6.712920 -17.763720 0.144 0.695 -0.125 0.085
```
Positions in Å, forces in eV/Å.

=====

Entry 2:
The following is a quantum chemistry calculation of 7 unconnected molecules or ions with the total composition C28H62Br12N5O5S2 in a non-equilibrium geometry, from the OMol25 dataset.

- net charge = +1

```
114
Properties=species:S:1:pos:R:3:forces:R:3:lowdin_charge:R:1
C -2.702910 3.436893 -2.646715 0.041 -0.602 0.486 -0.127
C -3.608687 2.279741 -2.191697 0.030 0.978 0.323 -0.223
C -3.563506 2.177812 -0.656684 0.034 -0.429 -0.459 -0.193
C -2.422530 1.238617 -0.201671 0.151 1.114 -0.034 -0.133
C -2.770617 0.345113 0.976665 -1.569 0.007 -0.724 -0.318
C -3.491797 1.012089 2.186937 1.052 -0.012 0.001 -0.058
C -3.243338 2.444180 2.705334 -0.953 1.347 0.836 -0.609
N -3.357376 2.358120 4.184751 0.328 -0.124 0.032 0.082
N -4.353691 3.338815 2.292481 0.173 -0.686 -0.030 0.091
N -1.957306 3.011557 2.394068 0.357 0.073 -0.251 0.082
C -3.887809 -0.664500 0.517649 0.208 -0.893 0.067 -0.111
N -3.452244 -1.924875 -0.046459 -0.135 0.222 -0.432 0.027
C -2.180305 -1.923992 -0.711496 -0.481 -0.282 0.409 -0.440
O -1.902637 -3.182571 -1.230594 -0.003 0.014 0.070 0.004
C -1.058470 -1.533968 0.318379 1.084 -1.077 -0.599 -0.565
S 0.280867 -0.949008 -0.731571 -0.097 0.430 -0.161 0.972
C -0.696837 -2.835939 1.113593 0.473 0.384 0.488 -0.205
O 0.390848 -3.486403 0.545665 -0.372 0.012 0.149 -0.140
C 1.436925 -3.817170 1.453386 0.574 -0.697 -0.510 -0.157
C 2.690440 -3.972252 0.612681 -0.282 1.045 -0.055 -0.150
O 3.221711 -2.672724 0.341434 0.140 -0.499 0.036 -0.171
C 4.137729 -2.209034 1.320587 0.488 0.666 -0.115 -0.277
C 5.071423 -1.184351 0.674931 -0.155 0.050 -0.013 -0.063
N -1.577089 -0.533185 1.386726 -0.823 0.244 0.283 -0.031
S -0.186235 0.303487 2.209343 3.372 0.594 0.892 0.663
C -0.670828 0.729416 3.877195 -0.291 -0.011 -0.250 -0.091
O 0.842748 -0.679697 2.374196 -0.837 -1.084 0.091 -0.288
O 0.254884 1.418204 1.458987 -1.206 0.586 -0.447 -0.271
H -3.219403 4.379999 -2.506591 -0.078 0.218 -0.169 0.079
H -1.830460 3.467645 -1.994081 0.310 0.026 -0.172 0.064
H -2.359021 3.324719 -3.665568 -0.021 0.124 -0.189 0.008
H -4.619837 2.544578 -2.483539 -0.234 -0.347 -0.239 0.106
H -3.306131 1.348263 -2.658258 -0.139 -0.207 -0.115 0.102
H -3.384478 3.185721 -0.298997 -0.084 0.131 0.310 0.093
H -4.531977 1.871179 -0.271127 -0.117 -0.114 0.054 0.095
H -2.130437 0.675772 -1.079112 0.109 -0.392 0.092 0.089
H -1.575441 1.877723 0.020207 0.311 -0.216 0.157 0.096
H -3.328664 0.347404 3.032778 -0.047 -0.061 0.176 0.104
H -4.559558 0.947167 2.023479 -0.204 -0.033 -0.210 0.117
H -4.169268 2.893131 4.460256 -0.098 -0.026 -0.065 0.079
H -2.565468 2.797127 4.639901 0.034 -0.092 0.033 0.018
H -4.003041 4.227108 1.969479 -0.119 0.049 -0.096 0.081
H -4.980856 2.922449 1.622246 0.027 0.216 -0.161 0.059
H -1.924469 3.455215 1.484241 -0.045 -0.317 -0.165 0.087
H -1.699173 3.737282 3.052995 -0.133 -0.012 0.118 0.007
H -4.540408 -0.162374 -0.189359 0.060 0.349 -0.100 0.129
H -4.516796 -0.931170 1.360282 -0.061 0.034 0.214 0.131
H -3.613935 -2.734952 0.535073 0.116 0.039 0.130 0.103
H -2.184669 -1.265387 -1.576381 -0.017 0.457 0.144 0.134
H -2.495516 -3.822127 -0.811941 0.073 -0.260 -0.145 0.010
H 1.376370 -1.208257 0.007300 -0.204 -0.168 0.104 -0.085
H -1.573580 -3.482655 1.201992 -0.154 -0.120 -0.312 0.133
H -0.439498 -2.573941 2.140441 -0.032 0.204 0.090 0.111
H 1.638537 -3.018793 2.161185 -0.301 0.107 0.282 0.110
H 1.219046 -4.760048 1.958498 -0.187 0.007 0.200 0.135
H 2.423897 -4.369587 -0.359874 -0.028 -0.344 -0.075 0.135
H 3.425374 -4.601674 1.109737 0.136 -0.105 0.044 0.122
H 4.729596 -3.029083 1.728530 -0.171 -0.184 -0.014 0.041
H 3.636843 -1.708218 2.153063 -0.353 -0.252 0.118 0.110
H 4.971119 -0.209632 1.140929 0.048 0.145 0.096 0.068
H 6.110050 -1.486633 0.739386 0.157 -0.047 0.017 0.020
H 4.815578 -1.066015 -0.373026 -0.042 -0.064 -0.170 0.079
H -1.970328 -1.128298 2.126529 0.124 -0.043 0.038 0.155
H -0.788085 1.803757 3.881855 -0.275 -0.018 -0.013 0.008
H 0.183932 0.464767 4.485469 0.331 -0.251 -0.165 0.083
H -1.533513 0.178598 4.232736 -0.240 0.130 -0.030 0.074
Br 8.577132 -0.684735 2.876937 -0.076 -0.035 0.018 0.621
C 8.789676 -2.386637 3.794644 0.104 0.187 -0.054 -0.690
C 8.961668 -3.524690 2.826687 -0.077 -0.209 0.066 -0.663
Br 7.272904 -4.015159 1.988281 0.134 -0.020 -0.026 0.699
H 7.920910 -2.509981 4.432175 -0.008 -0.050 0.006 0.052
H 9.679711 -2.276802 4.409393 0.023 -0.035 -0.013 0.060
H 9.294500 -4.419253 3.348414 -0.013 0.005 0.030 0.061
H 9.653468 -3.295481 2.023518 0.005 0.053 -0.001 0.054
Br -0.154225 5.443424 -4.122774 0.107 0.030 -0.017 0.631
C 0.287551 4.947360 -5.952219 -0.072 0.159 0.065 -0.685
C -0.743152 4.024241 -6.540739 0.241 -0.209 0.054 -0.754
Br -0.561851 2.209409 -5.848490 -0.057 0.019 0.041 0.620
H 1.279835 4.509759 -5.927516 -0.004 -0.046 -0.009 0.053
H 0.314173 5.883916 -6.505110 -0.059 -0.002 -0.013 0.031
H -0.606966 3.936081 -7.615000 0.077 0.015 0.121 -0.015
H -1.759007 4.340400 -6.332709 -0.004 0.062 -0.012 0.027
Br -7.588904 -4.044467 -1.073745 0.079 0.037 0.055 0.621
C -5.925594 -3.844876 -2.060518 -0.228 -0.002 -0.015 -0.701
C -5.196714 -5.153140 -2.205164 0.186 0.116 -0.058 -0.653
Br -4.330201 -5.679288 -0.539678 0.028 0.008 0.087 0.675
H -5.336544 -3.099367 -1.534930 0.064 -0.007 -0.039 0.019
H -6.208855 -3.462710 -3.038457 0.024 -0.043 -0.032 0.063
H -4.393331 -5.059001 -2.932300 0.019 0.012 0.014 0.066
H -5.845582 -5.975475 -2.486111 -0.046 0.004 0.035 0.055
Br -2.127123 7.667261 -7.519548 0.074 -0.087 0.008 0.635
C -1.713168 7.225598 -9.369785 -0.104 0.187 0.095 -0.682
C -2.758093 6.329068 -9.977300 0.100 -0.161 -0.076 -0.672
Br -2.589018 4.507837 -9.315291 -0.264 0.039 -0.228 0.689
H -0.728376 6.770652 -9.366609 0.008 -0.024 -0.058 0.050
H -1.671900 8.175695 -9.896882 -0.031 0.001 -0.013 0.060
H -2.623658 6.265823 -11.054441 0.034 0.001 -0.002 0.062
H -3.771259 6.647579 -9.757737 0.009 0.058 0.037 0.053
Br -0.323266 4.605131 5.186117 -0.017 0.016 0.180 0.685
C 1.378022 5.464331 4.780376 -0.065 0.075 -0.121 -0.658
C 1.949623 4.963181 3.481379 0.179 -0.130 0.038 -0.680
Br 2.699577 3.179137 3.669153 -0.083 -0.023 -0.024 0.645
H 2.027927 5.273630 5.627255 0.014 -0.040 0.002 0.055
H 1.158803 6.527644 4.722164 -0.035 -0.007 -0.032 0.064
H 2.773960 5.596580 3.162900 0.004 0.024 0.032 0.064
H 1.208519 4.908803 2.690860 -0.022 0.039 -0.007 0.049
Br 8.480175 -8.713944 4.155537 -0.054 -0.021 0.017 0.605
C 7.109014 -9.090363 2.827942 0.215 0.037 0.019 -0.696
C 6.329502 -7.853578 2.473567 -0.201 -0.021 -0.010 -0.709
Br 5.059586 -7.376305 3.869916 0.048 0.076 -0.024 0.583
H 6.483941 -9.877480 3.235577 -0.036 0.006 0.000 0.050
H 7.642765 -9.463607 1.957165 -0.017 0.025 -0.029 0.059
H 5.728712 -8.023537 1.582925 0.014 -0.048 -0.007 0.059
H 6.965438 -6.987795 2.321338 0.025 -0.002 0.006 -0.008
```
Positions in Å, forces in eV/Å.

=====

ΔE to the lowest compared entry with this formula, charge and spin (computed, eV): 4.282; 0.000
HOMO level (computed, eV): -9.213; -11.370